1.
Entry from the Open Molecules 2025 dataset: C34H44BrFN5O4Ru as an isolated structure (ωB97M-V/def2-TZVPD).

Multiplicity: 2
Maximum force, eV/A: 4.82
Total charge: +2
LUMO level (spin up / spin down), eV: -6.703 / -6.525

```
90
Properties=species:S:1:pos:R:3:forces:R:3
Ru 2.323 -1.278 -0.422 -1.72 2.33 1.95
Br 4.919 -0.671 -0.326 -0.96 0.05 0.23
F -4.071 -2.031 -3.048 -0.10 0.02 0.09
O 1.117 -1.754 3.483 0.51 -0.23 -0.20
O -0.012 -1.113 -0.441 2.31 -0.16 -0.80
O 2.367 0.965 -0.065 -2.06 -3.99 -1.76
O 1.957 -2.218 1.469 2.81 0.76 -2.81
N -8.781 -3.231 -1.894 -0.47 0.00 -0.15
N -6.057 -2.938 -1.184 -0.26 -0.09 -0.13
N 2.271 -0.422 -4.727 0.04 0.00 -0.11
N -2.613 -2.858 2.198 0.38 -0.16 0.21
N 2.088 -1.589 -2.583 0.07 0.62 1.04
C 2.153 -1.012 -3.592 0.14 -0.24 0.44
C 8.158 3.299 1.270 -0.23 0.14 0.03
C 1.836 3.647 1.089 -0.18 0.33 -0.10
C 1.028 -1.984 2.297 -2.87 0.75 0.89
C 3.047 -1.043 -5.782 0.44 -0.28 -0.47
C -8.377 -3.044 -0.477 0.31 0.36 0.83
C -0.393 -2.100 1.709 0.87 0.10 -0.26
C 3.190 2.979 0.917 -0.19 -1.09 -0.11
C 1.563 0.802 -5.041 -0.48 0.48 -0.13
C 6.796 5.215 0.432 0.11 -0.19 0.18
C -7.084 -2.235 -0.443 -0.10 -0.11 0.01
C -3.531 -3.356 3.189 -0.37 -0.07 0.31
C 1.766 4.826 0.102 -0.07 -0.20 0.20
C -2.467 -1.971 -1.363 -0.33 -0.06 0.05
C 5.784 1.855 0.710 0.17 0.21 0.05
C 6.744 4.581 2.874 0.06 -0.13 -0.24
C -3.974 -4.792 3.129 -0.03 -0.07 0.00
C 6.831 4.046 1.435 0.15 0.34 0.10
C -3.752 -2.242 -1.751 0.41 0.14 0.12
C -7.709 -3.936 -2.642 0.74 -0.21 -0.53
C 3.336 1.642 0.380 2.96 0.96 1.29
C 5.633 3.177 1.145 -0.22 -0.77 -0.27
C -3.049 -4.340 4.215 -0.01 0.04 -0.02
C 1.705 4.169 2.529 0.03 -0.10 -0.18
C 4.331 3.679 1.250 0.38 -0.18 -0.10
C -4.723 -2.686 -0.835 0.54 0.02 0.17
C -2.080 -2.133 -0.032 -0.01 0.13 0.02
C -1.341 -2.598 2.551 0.00 0.20 -0.24
C -4.317 -2.903 0.475 -0.04 0.03 -0.14
C -3.009 -2.643 0.898 0.06 0.27 -0.55
C 4.678 1.137 0.353 -1.13 0.12 -0.34
C -0.725 -1.745 0.362 -0.82 -0.72 1.31
C -6.426 -3.116 -2.574 -0.11 -0.25 0.02
C 0.633 2.740 0.824 -0.04 -0.02 0.01
H -7.554 -4.912 -2.178 -0.15 0.09 0.03
H -6.766 -2.101 0.590 -0.16 0.02 -0.07
H -1.069 -2.778 3.582 -0.04 0.00 0.01
H 0.652 1.854 1.456 -0.04 -0.06 0.02
H -9.656 -3.762 -1.950 0.08 0.21 -0.03
H 6.807 4.836 -0.588 0.03 0.01 -0.12
H -9.171 -2.531 0.067 -0.04 -0.05 -0.16
H 1.138 1.235 -4.138 0.03 -0.03 -0.03
H 7.669 5.843 0.580 0.12 0.15 -0.02
H 1.879 4.471 -0.920 0.01 -0.01 -0.15
H 6.754 1.394 0.634 0.15 0.00 0.04
H -7.266 -1.234 -0.871 -0.01 0.00 0.07
H 2.392 -1.459 -6.551 0.01 0.03 0.10
H -8.219 -4.033 -0.042 -0.07 0.06 -0.11
H 5.909 5.827 0.559 -0.11 0.09 0.02
H 4.228 4.687 1.618 -0.11 0.12 0.01
H -6.573 -2.156 -3.095 0.07 -0.10 -0.04
H -5.028 -3.301 1.181 -0.06 -0.06 0.05
H 8.981 3.979 1.471 0.07 0.09 0.03
H 1.775 3.346 3.236 0.01 -0.08 0.13
H 2.470 4.899 2.775 0.08 0.10 0.05
H -2.022 -4.673 4.177 0.02 -0.02 -0.10
H -8.017 -4.073 -3.678 -0.13 0.04 0.08
H -1.745 -1.605 -2.077 0.00 0.07 -0.07
H 6.691 3.756 3.581 0.01 -0.05 0.11
H 8.284 2.923 0.258 0.04 -0.06 -0.13
H -4.247 -2.604 3.508 0.02 -0.11 0.01
H -4.995 -5.034 3.383 -0.09 0.09 0.05
H -5.647 -3.680 -3.088 -0.16 0.13 -0.05
H -8.934 -2.307 -2.322 -0.12 -0.27 0.07
H 7.631 5.168 3.093 0.10 0.11 0.07
H 2.263 1.514 -5.483 -0.02 -0.06 0.09
H 8.239 2.471 1.970 0.03 -0.14 0.09
H -3.432 -4.244 5.220 -0.05 0.08 -0.04
H 0.735 4.643 2.650 -0.10 0.09 0.04
H 2.542 5.561 0.298 0.08 0.11 0.01
H 3.663 -1.837 -5.363 -0.02 0.03 -0.07
H 0.764 0.608 -5.762 0.05 0.00 0.07
H 3.692 -0.292 -6.239 0.00 -0.05 0.05
H 0.798 5.311 0.193 -0.12 0.14 -0.02
H -0.279 3.289 1.048 -0.06 0.15 0.06
H -3.561 -5.412 2.347 0.12 0.02 -0.08
H 5.875 5.216 3.020 -0.12 0.08 0.03
H 0.585 2.422 -0.213 -0.04 -0.03 -0.02
```
Forces are in eV/Å.

Löwdin population analysis, charges in e, atoms 1 to 6: 1.16, 0.87, 0.06, 0.11, -0.06, -0.14


2.
Entry from the Open Molecules 2025 dataset: an isolated ion of composition C4H6ClN2O and charge +1 (ωB97M-V/def2-TZVPD).

Multiplicity: 1
SMILES string: O/C=[NH+]/C=N\C=C/Cl
Maximum force, eV/A: 4.69
Total charge: +1
LUMO level, eV: -4.784

```
14
Properties=species:S:1:pos:R:3:forces:R:3
Cl -2.668 0.383 -0.587 0.56 0.00 0.71
O 1.351 1.567 -0.158 0.06 -4.12 0.50
N 0.728 -0.357 -1.025 -0.46 -1.08 1.29
N -0.669 -1.903 0.160 -0.49 -0.98 -1.09
C -0.968 -1.008 1.056 -0.42 2.98 3.39
C -1.606 0.214 0.811 0.26 -2.62 -0.75
C 0.003 -1.573 -0.835 1.28 -1.37 -1.69
C 0.339 0.800 -0.562 -1.06 4.35 -1.41
H -1.752 0.925 1.574 -0.30 0.64 0.81
H -0.571 1.373 -0.993 1.37 -1.43 0.91
H 1.668 -0.491 -0.681 1.00 -0.38 -0.61
H 1.249 2.470 -0.253 -0.81 3.15 -0.20
H 0.325 -2.345 -1.510 -0.09 -0.10 -0.50
H -0.533 -1.293 2.084 -0.91 0.96 -1.37
```
Forces are in eV/Å.

Löwdin population analysis, charges in e, atoms 1 to 6: 0.70, 0.17, 0.14, 0.12, -0.19, -0.46


3.
Entry from the Open Molecules 2025 dataset: one molecule with the formula C23H30N4O5S (ωB97M-V/def2-TZVPD).

Multiplicity: 1
SMILES string: CC(C)[C@@H](NC(=O)c1cccc(S(=O)(=O)N2CCOCC2)c1)C(=O)NCCc1ccccn1
Maximum force, eV/A: 1.11
LUMO level, eV: 0.534

```
63
Properties=species:S:1:pos:R:3:forces:R:3
S -0.808 -3.257 0.737 -0.20 -0.12 0.21
O -1.121 -0.043 2.256 -0.03 0.12 -0.08
O -1.273 -3.337 -0.615 0.00 0.32 -0.11
O 2.417 1.851 -0.680 0.30 0.12 -0.15
O -0.555 -4.468 1.460 0.22 0.19 0.17
O -1.876 2.516 -0.501 -0.40 -0.10 0.11
N 0.728 1.833 0.832 -0.24 0.21 0.15
N -0.171 3.116 -1.863 0.20 0.05 -0.41
N -1.971 -2.434 1.592 0.73 -0.57 -0.62
N -0.492 -0.132 -3.264 -0.40 0.29 -0.12
C 1.839 0.351 -3.300 -0.12 -0.11 -0.03
C 1.076 -1.798 -2.600 0.05 0.06 -0.15
C -0.216 -1.345 -2.823 0.09 -0.38 0.07
C 0.511 0.703 -3.512 0.37 0.10 -0.07
C 0.219 3.154 0.516 -0.24 -0.05 -0.05
C 1.867 -2.854 1.264 0.02 -0.17 0.04
C 3.010 -0.773 0.898 -0.09 0.08 -0.07
C 0.445 3.855 2.918 -0.19 -0.13 -0.16
C 1.829 -0.201 0.445 -0.17 -0.28 -0.12
C -0.826 2.792 -3.113 -0.20 0.04 -0.23
C 0.126 2.054 -4.053 -0.17 0.04 0.23
C -0.739 2.918 -0.665 0.51 0.35 0.23
C -0.494 3.775 1.719 0.21 0.09 -0.09
C -1.765 -2.284 3.007 0.14 0.06 0.43
C -1.026 -0.966 3.324 0.07 -0.01 0.26
C -2.711 -1.360 0.965 -0.13 0.26 -0.29
C -1.016 5.160 1.345 -0.05 -0.32 0.01
C 0.707 -2.287 0.773 -0.55 -0.42 0.08
C 2.124 -0.924 -2.837 -0.10 -0.06 -0.09
C 0.680 -0.980 0.338 0.25 0.20 0.02
C 1.712 1.255 0.114 0.01 -0.16 0.29
C 3.030 -2.101 1.297 0.02 0.01 -0.02
C -2.407 -0.018 1.659 -0.19 0.06 -0.01
H 0.819 3.314 -1.904 -0.05 -0.02 0.23
H 1.300 4.487 2.687 0.14 0.09 0.01
H -1.064 -1.987 -2.628 0.00 -0.09 0.00
H 0.810 2.868 3.192 0.09 -0.05 0.10
H -1.174 3.716 -3.589 -0.05 -0.15 0.01
H 3.948 -2.543 1.653 0.06 -0.04 0.05
H 1.243 -2.802 -2.243 0.01 -0.10 0.05
H -1.191 -3.149 3.339 -0.11 0.09 0.26
H 2.632 1.057 -3.488 0.04 0.09 0.00
H -1.688 2.164 -2.880 0.09 0.11 -0.09
H 3.903 -0.169 0.948 0.10 0.06 0.00
H 1.838 -3.877 1.605 0.08 -0.11 0.05
H -2.431 -1.352 -0.088 -0.17 0.16 0.00
H -2.744 -2.301 3.498 0.09 -0.07 -0.06
H 0.045 -1.133 3.463 -0.09 -0.03 0.05
H -0.220 -0.568 -0.087 -0.10 0.15 -0.03
H -1.437 -0.514 4.239 0.09 -0.08 -0.07
H -2.397 0.805 0.939 -0.11 -0.08 0.08
H -0.194 5.815 1.061 0.11 0.11 -0.02
H -0.074 4.281 3.773 -0.02 0.05 0.11
H 1.021 2.655 -4.225 0.02 0.02 -0.10
H 1.067 3.774 0.207 -0.10 -0.01 0.04
H -1.535 5.607 2.189 -0.05 0.09 0.06
H 3.147 -1.225 -2.663 0.07 -0.02 0.02
H 0.122 1.245 1.392 0.05 -0.14 0.08
H -3.784 -1.579 1.030 0.10 0.05 -0.07
H -1.346 3.133 1.965 0.01 -0.01 -0.04
H -1.711 5.092 0.512 -0.11 0.08 -0.09
H -3.159 0.192 2.430 0.02 0.02 -0.05
H -0.387 1.913 -5.007 0.06 0.06 -0.03
```
Forces are in eV/Å.

Löwdin population analysis, charges in e, atoms 1 to 6: 0.68, -0.20, -0.27, 0.07, -0.28, 0.06


4.
Entry from the Open Molecules 2025 dataset: C17H44N4O8V as an isolated structure (ωB97M-V/def2-TZVPD).

Multiplicity: 2
Maximum force, eV/A: 3.48
LUMO level (spin up / spin down), eV: 0.406 / 0.407

```
74
Properties=species:S:1:pos:R:3:forces:R:3
V 18.398 -12.209 2.502 -2.99 -0.83 -1.57
O 19.506 -16.693 3.962 -0.12 0.08 -0.48
O 10.506 -11.591 2.926 0.03 -0.02 -0.07
O 19.044 -12.676 0.606 0.00 1.46 1.56
O 16.987 -12.908 2.319 1.23 0.53 0.43
O 17.611 -10.257 1.698 0.11 -0.52 0.13
O 18.090 -11.444 4.393 0.83 -1.24 -1.39
O 20.523 -11.329 2.604 0.60 -0.37 0.24
O 15.180 -15.669 4.404 0.01 -0.09 0.15
N 19.358 -14.045 3.227 0.55 1.10 1.84
N 17.549 -8.539 0.239 0.01 -0.14 0.09
N 13.160 -13.032 2.794 -0.13 -0.25 0.56
N 18.192 -8.194 2.455 -0.51 -0.75 -0.49
C 16.316 -10.516 5.788 0.41 1.13 -0.24
C 9.335 -10.923 2.552 -0.06 0.81 -0.28
C 20.595 -13.467 3.829 0.76 0.07 -0.96
C 14.012 -13.757 3.729 0.84 0.49 0.48
C 21.312 -10.440 1.845 0.54 0.65 0.02
C 11.814 -13.561 2.731 -0.27 -0.94 -0.24
C 17.740 -10.447 5.244 0.73 0.19 0.52
C 18.491 -14.590 4.314 0.15 0.14 -0.22
C 17.755 -9.062 1.491 0.96 0.68 -0.28
C 19.498 -13.778 -0.074 -0.36 0.26 -0.40
C 19.157 -15.766 4.980 -0.10 -0.63 -0.16
C 21.308 -12.478 2.899 -0.26 -0.74 1.05
C 19.513 -18.036 4.361 0.13 -0.45 -0.28
C 10.868 -12.621 2.031 -0.17 -0.46 0.02
C 14.215 -15.240 3.455 0.13 0.47 0.26
C 18.401 -14.815 -0.266 -0.63 -0.42 1.62
C 14.987 -16.955 4.933 -0.61 0.03 0.00
H 9.450 -10.369 1.608 0.11 -0.19 -0.03
H 18.292 -13.812 5.052 -0.02 0.17 -0.20
H 16.163 -9.586 6.351 -0.12 -0.10 0.11
H 17.731 -7.575 0.023 0.05 0.03 0.19
H 15.628 -10.470 4.944 -0.24 -0.52 0.18
H 17.842 -14.878 0.683 0.18 0.11 -0.01
H 15.627 -17.001 5.811 0.12 -0.39 -0.09
H 19.484 -18.684 3.483 -0.07 0.30 -0.17
H 16.181 -11.339 6.484 -0.22 -0.30 -0.33
H 11.389 -13.888 3.697 0.04 0.51 0.17
H 9.969 -13.168 1.717 -0.01 -0.01 0.09
H 20.080 -15.507 5.510 -0.15 0.22 0.23
H 22.184 -12.170 3.480 0.17 0.13 -0.30
H 19.711 -14.874 2.756 -0.61 0.25 -0.86
H 9.134 -10.167 3.310 -0.09 -0.17 0.11
H 18.428 -10.435 6.117 -0.10 -0.05 -0.01
H 8.465 -11.581 2.438 0.12 -0.16 0.15
H 13.101 -12.081 3.144 0.06 0.05 -0.18
H 13.264 -15.746 3.655 0.09 -0.30 -0.39
H 15.162 -17.768 4.214 0.46 0.14 0.02
H 11.352 -12.255 1.116 -0.04 0.29 0.10
H 18.613 -18.260 4.941 0.21 -0.10 0.28
H 13.718 -13.693 4.794 -0.53 -0.01 -0.21
H 19.781 -13.445 -1.087 0.46 -0.13 0.12
H 14.985 -13.260 3.731 0.11 -0.18 -0.30
H 20.940 -9.420 1.938 -0.52 -0.17 -0.22
H 18.746 -15.843 -0.399 0.10 0.13 -0.68
H 17.915 -9.429 4.825 -0.31 -0.06 -0.04
H 18.459 -16.243 5.677 0.03 0.15 0.09
H 20.428 -13.003 4.799 -0.33 -0.12 0.00
H 17.623 -14.490 -0.955 0.31 -0.15 -0.44
H 13.946 -17.121 5.258 0.09 0.28 0.11
H 17.670 -9.187 -0.521 -0.20 -0.13 0.05
H 21.414 -10.756 0.806 -0.29 -0.02 -0.05
H 11.815 -14.507 2.171 0.20 0.20 -0.25
H 14.622 -15.417 2.457 -0.40 -0.08 -0.19
H 20.392 -14.206 0.418 0.00 -0.31 -0.17
H 20.446 -18.305 4.871 -0.23 0.10 0.43
H 18.471 -7.255 2.249 -0.11 0.07 0.16
H 21.353 -14.259 3.885 -0.11 -0.02 0.60
H 18.167 -8.574 3.388 0.19 0.29 0.13
H 22.319 -10.379 2.278 -0.02 -0.22 0.00
H 21.629 -13.047 2.021 -0.11 0.50 -0.36
H 17.551 -14.843 3.829 -0.07 -0.29 0.25
```
Forces are in eV/Å.

Löwdin population analysis, charges in e, atoms 1 to 6: 0.96, -0.20, -0.18, -0.35, -0.29, 0.01


5.
Entry from the Open Molecules 2025 dataset: C39H30MgN8O5 as an isolated structure (ωB97M-V/def2-TZVPD).

Multiplicity: 1
Maximum force, eV/A: 0.34
Total charge: -2
LUMO level (spin up / spin down), eV: 4.073 / 4.073

```
83
Properties=species:S:1:pos:R:3:forces:R:3
Mg -0.420 -0.698 1.049 0.25 -0.01 -0.18
O -0.698 -1.257 -1.054 0.03 -0.06 -0.10
O 2.215 0.676 -1.207 -0.17 0.21 -0.12
O -1.307 -0.058 -1.506 0.00 0.08 -0.01
O -0.664 2.393 1.846 0.00 -0.05 -0.21
O 2.971 -1.506 0.262 0.03 -0.18 0.29
N -2.376 -0.531 1.414 -0.10 0.02 0.01
N -0.033 -2.800 1.183 0.03 0.00 0.06
N 0.645 1.091 0.427 -0.25 0.09 0.03
N 0.060 3.201 -0.186 -0.12 -0.07 -0.02
N 0.222 -1.735 -2.004 -0.05 -0.02 0.05
N 0.717 -0.665 2.922 -0.13 -0.05 0.12
N -0.278 -2.724 3.626 0.00 0.02 -0.06
N 0.174 -3.918 -0.990 -0.01 0.04 0.00
C -5.383 1.098 0.146 0.02 0.00 -0.03
C 1.444 -3.508 -2.941 -0.05 0.00 0.05
C -0.924 -4.902 0.913 -0.01 -0.02 -0.03
C -1.052 -4.559 2.266 0.00 0.02 0.04
C 1.067 2.550 -4.926 -0.01 -0.01 -0.01
C -1.369 -6.142 0.446 0.02 0.02 0.00
C -6.059 1.430 1.322 0.01 -0.01 0.02
C -1.206 2.562 -4.158 0.01 -0.02 0.01
C 3.411 3.349 -0.220 0.01 -0.01 0.00
C 0.386 -1.585 3.871 0.02 -0.02 0.03
C 0.593 2.778 -2.572 0.00 -0.08 -0.01
C 1.372 1.379 -0.653 0.09 0.01 0.07
C -5.452 1.092 2.530 0.00 0.00 0.00
C -0.447 -3.255 2.415 0.03 0.04 0.08
C 4.463 4.232 -0.014 0.01 0.00 0.01
C -1.951 -7.007 1.348 -0.01 -0.01 0.01
C 0.568 -0.922 -3.017 0.02 -0.08 0.03
C 1.507 2.689 -3.619 -0.01 -0.01 0.02
C 2.306 3.733 -0.972 -0.02 -0.02 0.03
C 0.584 -3.061 -1.883 0.06 0.03 -0.03
C 1.838 -2.694 -3.955 0.03 0.01 -0.03
C -4.232 0.447 2.578 -0.02 0.03 -0.01
C -3.529 0.103 1.384 0.07 -0.02 0.10
C 2.282 5.015 -1.517 -0.01 0.01 -0.01
C 1.389 -1.359 -4.012 -0.02 0.00 0.01
C 3.330 5.899 -1.310 0.00 -0.01 0.00
C -0.273 -3.792 0.271 0.03 0.00 -0.04
C -1.633 -5.440 3.177 0.00 0.00 -0.02
C 1.460 0.394 3.287 -0.03 0.02 -0.08
C -0.767 2.700 -2.848 -0.01 -0.04 -0.01
C -0.294 2.491 -5.200 0.01 0.00 -0.01
C 1.516 -0.269 5.567 0.02 0.05 -0.05
C -4.160 0.462 0.153 -0.05 -0.01 -0.02
C -0.065 2.230 0.803 0.16 0.09 0.11
C 4.428 5.508 -0.555 0.00 -0.01 0.00
C -2.086 -6.658 2.710 0.00 0.00 -0.01
C 0.765 -1.354 5.229 -0.04 -0.04 -0.03
C 1.084 2.832 -1.134 0.06 0.05 -0.01
C 1.902 0.637 4.563 -0.01 -0.05 0.06
H 2.496 1.515 4.775 0.00 0.00 0.00
H 1.756 -4.540 -2.872 0.00 0.00 0.00
H -2.267 2.478 -4.354 0.00 0.00 -0.01
H 1.810 -0.109 6.598 0.00 0.00 0.00
H 1.789 2.472 -5.731 -0.01 0.00 0.01
H -2.313 -7.973 1.011 0.00 0.00 0.00
H 2.496 -3.081 -4.725 0.00 0.00 0.00
H -5.825 1.351 -0.814 -0.01 0.00 0.00
H 2.674 -0.702 -0.195 0.04 0.09 -0.29
H 2.263 -1.690 0.892 0.02 -0.20 0.06
H -0.639 2.368 -6.220 0.00 0.00 0.00
H -1.255 -6.402 -0.600 0.00 0.00 0.00
H -3.639 0.217 -0.765 0.02 0.01 0.01
H 2.568 2.703 -3.401 0.00 0.01 0.00
H 1.689 1.080 2.483 0.02 -0.02 0.05
H 3.459 2.350 0.194 0.01 0.00 0.00
H -5.944 1.337 3.467 -0.01 0.00 0.00
H 0.445 -2.087 5.956 0.00 0.00 0.00
H 5.251 6.194 -0.393 0.00 0.00 0.00
H -3.779 0.196 3.530 0.00 0.00 0.00
H 5.317 3.914 0.572 -0.01 0.00 0.00
H 0.105 0.048 -2.944 -0.04 0.09 0.02
H 1.433 5.315 -2.121 0.00 0.00 0.00
H 1.668 -0.680 -4.804 0.01 0.00 -0.01
H 3.290 6.892 -1.742 0.00 0.00 0.00
H -7.018 1.933 1.296 0.00 0.00 0.00
H -1.721 -5.161 4.220 0.00 0.01 0.00
H -0.124 4.157 0.066 0.06 0.01 0.03
H -2.552 -7.359 3.394 0.00 0.00 -0.01
H -1.473 2.697 -2.029 0.00 0.01 0.00
```
Forces are in eV/Å.

Löwdin population analysis, charges in e, atoms 1 to 6: 0.61, -0.23, 0.04, -0.24, 0.06, -0.08


6.
Entry from the Open Molecules 2025 dataset: one molecule with the formula CH3N2PS (ωB97M-V/def2-TZVPD).

Multiplicity: 1
SMILES string: C1N=NPS1
Maximum force, eV/A: 3.91
LUMO level, eV: 0.198

```
8
Properties=species:S:1:pos:R:3:forces:R:3
S 0.314 1.532 -0.381 -0.82 -0.84 0.10
P 0.938 -0.094 -1.667 1.10 0.81 1.91
N -0.600 -1.017 0.280 -0.54 -0.67 -0.84
N 0.037 -1.227 -0.730 -0.15 -2.26 -0.31
C -0.719 0.298 0.723 -1.13 3.65 0.87
H -1.840 0.699 0.894 2.51 -1.14 -0.79
H -0.242 0.344 1.697 -0.04 -0.01 0.27
H 2.112 -0.536 -0.814 -0.93 0.47 -1.19
```
Forces are in eV/Å.

Löwdin population analysis, charges in e, atoms 1 to 6: 0.36, 0.55, -0.13, -0.36, -0.53, 0.13